37
Properties=species:S:1:pos:R:3 method="wB97M-V/def2-TZVPD" lumo_energy_ev=-0.40 de_lowest_kcal_mol=33.31 homo_ev=-9.80 orbital_gap_ev=9.4
Ne -3.672 -10.654 -2.670
O -5.969 -12.109 -4.093
H -5.788 -13.049 -4.061
H -5.794 -11.800 -3.204
O -0.844 -9.672 -3.045
H -1.003 -9.004 -2.377
H -0.165 -9.294 -3.605
O -2.848 -11.507 0.269
H -3.389 -11.959 0.917
H -2.109 -12.096 0.120
O -2.953 -13.403 -3.505
H -2.876 -13.786 -4.378
H -2.123 -12.944 -3.371
O -2.294 -9.125 -5.406
H -1.722 -9.323 -4.665
H -1.727 -9.200 -6.174
O -0.181 -12.226 -3.610
H 0.531 -12.629 -3.113
H -0.245 -11.337 -3.261
O -6.025 -11.349 -1.394
H -6.523 -11.892 -0.783
H -5.215 -11.145 -0.928
O -4.364 -7.479 -4.253
H -3.782 -8.203 -4.482
H -5.213 -7.893 -4.097
O -6.686 -8.332 -2.523
H -6.108 -7.631 -2.224
H -6.681 -8.968 -1.807
O -4.789 -10.569 -6.127
H -5.027 -11.083 -5.355
H -3.831 -10.569 -6.128
O -3.069 -14.846 -1.138
H -2.941 -14.306 -1.918
H -2.357 -14.593 -0.551
O -3.868 -8.179 0.190
H -3.726 -8.880 0.826
H -4.589 -7.666 0.554